No. 1
A 2-piece molecular cluster, C5H4O2 overall in a non-equilibrium geometry, computed with ωB97M-V with the def2-TZVPD basis set.

Summary:
Total energy ... -9342.4907 eV
HOMO energy ... -8.57 eV
Relative energy (zero: lowest compared OMol25 entry of this formula, charge and spin) ... 39.0 kcal/mol
Frontier orbital gap ... 9.205 eV
Molecular weight ... 96.1 u

```
! RIJCOSX wB97M-V def2-TZVPD def2/J DEFGRID3
* xyz 0 1
H -2.3146 -1.1749 -0.6193
H -0.1348 -2.1072 -0.8564
C 1.0364 -0.7366 0.2870
C 1.5117 0.4533 0.6081
C -1.4733 -0.7010 -0.1202
H -1.6962 0.1720 0.4852
C -0.1893 2.0780 -0.5132
O 2.0796 1.4216 0.9366
H 1.8119 -1.4805 0.4524
O -0.3767 3.1919 -0.4170
C -0.2442 -1.1995 -0.2645
*
```

natural (NBO) charges, unit e, in atom order: 0.20 0.21 -0.58 0.74 -0.40 0.19 0.51 -0.47 0.27 -0.49 -0.18


No. 2
C12H19N6S2Te4Zr as an isolated structure, computed with ωB97M-V with the def2-TZVPD basis set.

Summary:
Total energy ... -73812.2604 eV
HOMO energy (spin up / spin down) ... -8.86 / -8.86 eV
Relative energy (zero: lowest compared OMol25 entry of this formula, charge and spin) ... 0.0 kcal/mol
Frontier orbital gap (spin up / spin down) ... 4.346 / 4.351 eV
Molecular weight ... 913.1 u

```
! RIJCOSX wB97M-V def2-TZVPD def2/J DEFGRID3
* xyz 1 1
C -1.2032 3.2581 -0.4013
H -2.1987 3.3958 -2.3226
H 2.0634 -5.7076 2.4364
N 1.9660 0.2274 0.6690
H -4.4759 -1.5468 -2.2340
C 0.5632 -1.1775 1.9918
H -2.8917 -1.2512 -0.3178
H -4.2896 -0.2027 -0.1512
C 1.0060 0.0806 1.6971
C -3.8041 -0.6879 -2.1969
N 0.9937 -2.1888 1.1467
C 0.5810 1.2615 2.4096
N -0.5868 1.9557 -0.6332
N 1.1727 -3.4775 1.6657
Te 2.0058 -4.6869 -3.6435
S 3.7476 -2.6012 1.5739
C 2.4069 -3.7899 1.8560
C 1.0968 2.4655 2.1122
H -2.9246 -0.9137 -2.7996
H 3.1889 1.5477 -0.4032
Te 1.5548 -2.0181 -3.3136
H 0.3971 1.9499 -0.8612
H -0.0126 -1.4046 2.8775
C -3.4095 -0.4046 -0.7601
H -2.0899 3.1302 0.2206
H 0.7869 3.3403 2.6726
H -0.5002 3.8276 0.2027
Te 4.4690 -3.3397 -0.6441
N -2.5438 0.7750 -0.6253
C 2.4499 1.4899 0.3865
H -4.3234 0.1647 -2.6390
Te 0.5422 -3.8455 -1.4580
S -0.4158 -0.6497 -1.2604
H -0.6312 4.2089 -2.2551
N 2.7783 -5.0334 2.2196
H 3.7193 -5.2123 2.5180
C -1.5383 3.9923 -1.6895
H -2.0362 4.9381 -1.4714
C 2.0672 2.6004 1.0483
H 2.5054 3.5567 0.7975
Zr 2.1833 -1.6215 -0.3845
H -0.1449 1.1413 3.2051
C -1.2227 0.8033 -0.8011
H -3.0023 1.6500 -0.4402
*
```

natural (NBO) charges, unit e, in atom order: -0.22 0.21 0.42 -0.77 0.23 -0.14 0.22 0.21 0.12 -0.62 -0.60 -0.21 -0.57 -0.36 0.05 -0.02 0.31 -0.19 0.22 0.20 0.17 0.43 0.23 -0.22 0.19 0.23 0.23 0.05 -0.57 0.02 0.21 0.24 -0.26 0.22 -0.79 0.42 -0.62 0.23 -0.33 0.23 1.18 0.23 0.39 0.40


No. 3
One molecule with the formula H4N2O2Si in a non-equilibrium geometry, computed with ωB97M-V with the def2-TZVPD basis set.

Summary:
Total energy ... -15015.3112 eV
SMILES ... N[SiH2][N+](=O)[O-]
HOMO energy ... -10.57 eV
Relative energy (zero: lowest compared OMol25 entry of this formula, charge and spin) ... 8.2 kcal/mol
Frontier orbital gap ... 10.762 eV
Molecular weight ... 92.1 u

```
! RIJCOSX wB97M-V def2-TZVPD def2/J DEFGRID3
* xyz 0 1
H -2.0476 -0.8189 0.2733
N 1.4622 0.0704 -0.0132
O 1.5398 -1.1502 0.0871
O 2.3930 0.8216 -0.1811
H -0.8851 -1.6754 -0.2921
N -1.2547 -0.7976 -0.2407
Si -0.3228 0.6655 0.0233
H -0.5270 1.0769 1.2988
H -0.3578 1.8078 -0.9555
*
```

natural (NBO) charges, unit e, in atom order: 0.38 0.26 -0.41 -0.37 0.41 -1.25 1.38 -0.22 -0.17